Density functional theory data (ωB97M-V/def2-TZVPD) for C28H26FeN9SSe2 as an isolated structure at a distorted geometry.

Computed properties:
Kohn-Sham gap (spin up / spin down): 0.2444 / 0.2057 Ha
multiplicity: 6
net charge: +2
HOMO (spin up / spin down): -0.4861 / -0.4884 hartree

Structure (XYZ):
```
67
Properties=species:S:1:pos:R:3:mulliken_charge:R:1
Fe -0.31848 0.16746 -0.48579 1.42
C -1.19991 1.25310 4.96491 -0.56
C -0.01986 0.51762 4.96448 -0.91
C 0.74117 0.41544 3.82345 0.11
C 0.32191 1.04290 2.63161 -0.27
C -0.85869 1.81196 2.65411 -0.22
C -1.60407 1.91207 3.80841 -0.70
N 0.94417 0.82432 1.44485 0.41
C 2.26281 0.61078 1.33059 -0.77
C 3.25359 1.23259 2.12644 -0.55
C 4.58256 1.08694 1.81821 -0.74
C 5.00225 0.29720 0.73605 -0.70
C 4.07775 -0.37030 -0.03007 -0.80
C 2.70829 -0.23622 0.25775 0.65
N 1.71302 -0.91842 -0.35257 2.30
N 1.93968 -1.96443 -1.02820 -1.41
C 0.87247 -2.63581 -1.53698 -0.23
C 1.09443 -3.91428 -2.06256 -0.51
C 0.01234 -4.64414 -2.51435 -0.56
C -1.24737 -4.06429 -2.45665 -0.78
C -1.37081 -2.77814 -1.94863 -0.32
N -0.35552 -2.07095 -1.48487 0.48
H -1.78394 1.32740 5.86840 0.48
H 0.30362 0.01842 5.86429 0.45
H 1.63654 -0.18857 3.81214 0.56
H -1.13483 2.35074 1.75521 0.52
H -2.50146 2.51200 3.81943 0.51
H 2.94151 1.87298 2.93779 0.57
H 5.32710 1.59612 2.41078 0.45
H 6.05400 0.20483 0.51752 0.46
H 4.37481 -1.00469 -0.85089 0.55
H 2.09802 -4.30459 -2.07370 0.57
H 0.14288 -5.64250 -2.90179 0.44
H -2.12264 -4.59456 -2.79352 0.49
H -2.34120 -2.30008 -1.91125 0.17
N 1.36834 2.29264 -1.07225 -0.29
N 1.81108 2.58764 -2.37299 -0.53
C 1.66502 1.68807 -3.37043 0.85
N 2.27058 1.95176 -4.52843 -0.46
S 0.72243 0.31898 -3.18164 -0.36
H 0.90517 3.10555 -0.66932 0.37
H 2.16736 2.06246 -0.47799 0.24
H 2.45909 3.35986 -2.50405 0.23
H 2.79023 2.80042 -4.68590 0.19
H 2.14194 1.32457 -5.30430 0.24
Se -4.10661 -0.41583 -0.84745 0.04
Se -3.51822 0.69650 1.07201 0.12
C -2.53560 -0.74559 1.91727 -0.11
C -3.02475 -1.31646 3.08197 -0.83
C -2.33530 -2.38915 3.62127 -0.36
C -1.18146 -2.82373 2.98467 -1.04
C -0.75708 -2.16242 1.84490 -0.28
N -1.42368 -1.14122 1.31024 0.78
C -3.25905 0.77054 -2.11539 0.34
C -3.87596 1.00385 -3.33926 -0.94
C -3.35373 1.98685 -4.15993 -0.39
C -2.25087 2.70401 -3.71483 -0.88
C -1.69208 2.37202 -2.49626 -0.41
N -2.16127 1.40156 -1.71164 0.20
H -3.93244 -0.93997 3.52909 0.52
H -2.69724 -2.88237 4.51003 0.49
H -0.62245 -3.66363 3.36162 0.52
H 0.14563 -2.45928 1.33164 0.29
H -4.76049 0.44715 -3.61211 0.46
H -3.81546 2.21155 -5.10848 0.45
H -1.84688 3.51699 -4.29406 0.49
H -0.84240 2.91377 -2.11260 0.50
```

Density functional theory data (ωB97M-V/def2-TZVPD) for C28H26N5O4PZr as an isolated structure.

Computed properties:
Kohn-Sham gap: 0.2732 Ha
net charge: +2
HOMO: -0.5288 hartree

Structure (XYZ):
```
65
Properties=species:S:1:pos:R:3:mulliken_charge:R:1
Zr -1.28622 0.13899 0.87371 1.14
C 3.23756 0.65537 2.29197 -1.54
C 1.77879 0.51784 2.02723 0.30
N 1.20231 0.38503 0.88412 0.19
O 1.91630 0.35235 -0.27983 -0.31
C 0.79874 0.50116 3.19231 0.66
C 1.12760 0.59242 4.63920 -1.51
N -0.35118 0.40032 2.67485 0.75
O -1.62398 0.21206 2.98756 -0.77
H 3.86814 0.59912 1.40803 0.48
H 3.55896 -0.13075 2.97754 0.35
H 3.43073 1.61201 2.78211 0.37
H 2.85765 0.49345 -0.09440 0.29
H 2.19323 0.71983 4.80812 0.41
H 0.79525 -0.30796 5.15907 0.37
H 0.59468 1.43455 5.08371 0.35
O -4.87996 1.51428 -0.73486 -0.50
C -3.83653 1.66438 -0.19619 0.23
O -3.10385 0.64002 0.32983 -0.81
C -3.13655 3.01005 -0.04070 -0.48
P -1.34113 2.72777 0.15704 1.35
C -0.62929 2.27019 -1.44812 0.79
C 0.36610 3.01399 -2.06991 -0.64
C 1.00272 2.52088 -3.20121 -0.82
C 0.66896 1.27433 -3.71234 -0.67
C -0.31082 0.51614 -3.09158 -1.06
C -0.95391 1.00166 -1.95914 -0.23
C -0.57390 4.23488 0.74271 0.26
C -0.84541 5.45299 0.11764 -0.41
C -0.26066 6.61346 0.59803 -0.72
C 0.58754 6.56191 1.69730 -0.56
C 0.85443 5.35256 2.32418 -0.64
C 0.27321 4.18749 1.84890 -0.14
H -3.49029 3.47237 0.88553 0.44
H -3.40493 3.65979 -0.87075 0.50
H 0.64467 3.98181 -1.67348 0.46
H 1.75950 3.11995 -3.69001 0.45
H 1.15904 0.90236 -4.60178 0.46
H -0.60280 -0.43906 -3.50969 0.59
H -1.79889 0.41851 -1.58919 0.67
H -1.51116 5.49954 -0.73619 0.40
H -0.47222 7.55945 0.11842 0.44
H 1.03581 7.47214 2.07240 0.41
H 1.50383 5.32457 3.18892 0.44
H 0.45623 3.24107 2.34457 0.16
N 1.43636 -9.12917 -4.35193 -0.41
C 1.08682 -8.26698 -3.67984 -0.08
C 0.65211 -7.18642 -2.83332 0.46
C -0.00344 -6.09098 -3.38817 -0.74
C -0.42233 -5.05562 -2.57145 -0.31
C -0.16381 -5.12434 -1.21275 0.54
C 0.48501 -6.20814 -0.64454 -0.56
C 0.88994 -7.24826 -1.46132 -0.75
N -0.59189 -4.04407 -0.36344 0.17
C -1.24845 -4.17685 0.84336 -0.38
C -1.47635 -2.92207 1.29397 -0.87
N -0.95882 -2.01657 0.36807 -0.03
C -0.43283 -2.74436 -0.61307 -0.66
H -0.19894 -6.06316 -4.45093 0.47
H -0.97619 -4.22086 -2.98202 0.54
H 0.68683 -6.23422 0.41862 0.50
H 1.39845 -8.10525 -1.04254 0.47
H -1.51930 -5.13823 1.24340 0.53
H -1.98370 -2.60641 2.19199 0.58
H 0.08226 -2.36327 -1.47971 0.67
```

Density functional theory data (ωB97M-V/def2-TZVPD) for C28H27Br2N3ORhS as an isolated structure.

Computed properties:
Kohn-Sham gap: 0.2535 Ha
net charge: +1
HOMO: -0.3978 hartree

Structure (XYZ):
```
63
Properties=species:S:1:pos:R:3:mulliken_charge:R:1
Rh -0.88505 0.17675 -0.43655 -0.31
Br 0.12424 -1.97790 -0.38457 -0.02
C -1.21168 -2.84311 0.69042 1.01
C -1.07525 -4.15475 1.01026 -0.84
C -2.07947 -4.73691 1.81540 -0.57
C -3.13244 -3.98588 2.24966 -0.95
C -3.25540 -2.61456 1.91136 0.77
C -4.33230 -1.82301 2.37620 -0.79
C -4.39907 -0.50414 2.04526 -1.04
C -3.40973 0.09078 1.22469 0.19
C -2.35351 -0.62682 0.73253 0.18
C -2.26883 -2.00599 1.09396 0.62
H -0.22947 -4.73812 0.67278 0.45
H -1.99708 -5.78008 2.08715 0.40
H -3.89664 -4.43233 2.87343 0.41
H -5.08769 -2.27998 3.00271 0.42
H -5.21479 0.10607 2.41112 0.42
H -3.51186 1.14521 1.00726 0.37
C -3.47691 -2.32860 -4.74218 -1.39
C -3.23300 -1.10492 -3.90803 0.45
C -3.87215 0.10526 -4.15362 -0.31
C -3.62680 1.21571 -3.35763 -0.74
C -2.72860 1.04929 -2.33290 0.39
Br -2.23702 2.40167 -1.09781 -0.07
N -2.09695 -0.08829 -2.07718 0.25
C -2.34177 -1.15170 -2.84326 -0.54
H -4.20691 -2.13018 -5.52372 0.37
H -3.85105 -3.14792 -4.12790 0.34
H -2.55444 -2.66386 -5.21698 0.34
H -4.57312 0.18442 -4.97483 0.39
H -4.11311 2.16532 -3.52447 0.49
H -1.80805 -2.05789 -2.58852 0.55
C 5.17652 1.54082 0.04224 -1.07
C 4.29477 2.66136 -0.48722 -0.65
N 3.18630 2.18355 -1.33272 0.10
C 3.35652 2.30859 -2.78319 -0.92
C 4.04445 1.10621 -3.41276 -0.93
C 2.11007 1.61873 -0.77931 0.61
S 0.91175 0.97764 -1.85161 -0.39
N 2.14964 1.56675 0.56368 0.04
C 1.25651 1.11918 1.41541 -0.02
O 0.09400 0.62165 1.23209 -0.66
C 1.63516 1.21410 2.85928 0.61
C 2.85420 1.77276 3.23615 -0.10
C 3.20048 1.85007 4.57476 -0.79
C 2.33169 1.37098 5.54572 -0.40
C 1.11544 0.81383 5.17564 -0.73
C 0.76606 0.73506 3.83756 -0.52
H 5.98156 1.96387 0.64420 0.34
H 5.62891 0.96953 -0.76755 0.35
H 4.59900 0.86247 0.66839 0.27
H 4.87568 3.34377 -1.10574 0.42
H 3.87379 3.23424 0.33567 0.43
H 3.93759 3.21410 -2.95413 0.42
H 2.37806 2.46526 -3.23195 0.46
H 5.05550 0.97834 -3.02783 0.29
H 4.11186 1.24469 -4.49203 0.39
H 3.47956 0.19451 -3.21948 0.25
H 3.52205 2.14322 2.47214 0.28
H 4.14836 2.28519 4.86225 0.42
H 2.60264 1.43236 6.59160 0.40
H 0.43795 0.44030 5.93195 0.42
H -0.18016 0.30332 3.54273 0.46
```

Density functional theory data (ωB97M-V/def2-TZVPD) for C28H27BrClN3O4W as an isolated structure.

Computed properties:
Kohn-Sham gap: 0.2582 Ha
net charge: +4
HOMO: -0.7295 hartree

Structure (XYZ):
```
65
Properties=species:S:1:pos:R:3:mulliken_charge:R:1
W -0.20246 0.33815 -0.04828 1.11
C -0.90091 -0.43825 4.31495 -1.43
C 0.47512 -0.17446 3.71390 -0.02
C 1.36856 0.59474 4.71703 -1.40
C 0.48471 0.65044 2.45510 1.70
C -0.51754 1.58867 2.12859 -1.35
C -0.39668 2.45239 1.03131 0.00
C 0.76010 2.44667 0.20360 0.36
C 1.00333 3.49084 -0.83880 -1.61
C 1.78367 1.51304 0.55030 -0.64
C 1.64710 0.66487 1.64018 -0.94
H -0.78356 -1.04656 5.21025 0.44
H -1.56296 -0.98615 3.64193 0.25
H -1.39139 0.48355 4.63391 0.44
H 0.97387 -1.12320 3.49382 0.35
H 0.93056 1.56076 4.97275 0.41
H 2.37868 0.75733 4.33795 0.42
H 1.44633 0.00654 5.63028 0.44
H -1.42150 1.62975 2.72492 0.67
H -1.19410 3.15768 0.83338 0.75
H 1.61075 4.28229 -0.39098 0.41
H 0.07745 3.95226 -1.18056 0.32
H 1.57276 3.10067 -1.68365 0.40
H 2.67297 1.45594 -0.06619 0.50
H 2.44145 -0.03672 1.86657 0.65
C -1.36056 -3.86079 -3.81050 -1.59
C -1.78340 -3.02622 -2.64205 0.11
C -2.98615 -3.26967 -1.96898 -0.38
C -3.35091 -2.51438 -0.85979 -0.98
C -2.47151 -1.53065 -0.49519 0.64
Br -2.65298 -0.39933 1.03269 0.12
N -1.33186 -1.24169 -1.10572 0.35
C -0.98258 -1.99394 -2.17128 -0.09
H -1.12355 -4.87380 -3.47839 0.37
H -0.48477 -3.45383 -4.31132 0.40
H -2.17000 -3.94927 -4.53528 0.44
H -3.63889 -4.06752 -2.30514 0.55
H -4.26493 -2.69673 -0.31011 0.57
H -0.02944 -1.77312 -2.63301 0.42
O -2.43031 4.18203 -6.94849 0.01
C -2.70453 3.92821 -5.89295 0.79
O -3.07684 3.70217 -4.75123 -0.21
C -2.44575 2.91879 -3.69783 0.55
C -3.15364 2.89774 -2.51729 -1.06
C -2.59413 2.16988 -1.47988 -0.61
N -1.42215 1.52319 -1.60173 0.65
C -0.78436 1.57116 -2.77705 0.01
C -1.25673 2.26430 -3.88352 -0.40
C 0.50206 0.78530 -2.88260 0.14
O 1.06547 0.66037 -3.92134 -0.51
O 0.86412 0.21335 -1.73151 -0.76
H -4.09604 3.41818 -2.39768 0.57
H -3.10304 2.10832 -0.52757 0.68
H -0.67007 2.23778 -4.79726 0.64
Cl 4.11264 -3.37822 -0.76388 -0.10
C 2.64359 -3.07265 0.03555 -0.48
C 2.08106 -3.99857 0.91034 -0.26
C 0.88260 -3.67804 1.52938 -1.17
C 0.28393 -2.46246 1.26938 -0.09
N 0.82503 -1.56173 0.42331 0.73
C 1.98816 -1.87124 -0.18423 -0.35
H 2.57667 -4.94310 1.09890 0.52
H 0.41395 -4.36717 2.21914 0.55
H -0.64190 -2.19161 1.75711 0.38
H 2.40591 -1.14987 -0.87152 0.60
```

In order of appearance, E = -218770.2554; -55653.6647; -189916.1022; -126484.5258 eV.